# 1
# C24H21FeN3O3

A molecular structure, C24H21FeN3O3 (wB97M-V/def2-TZVPD, the Open Molecules 2025 dataset).

Computed properties:
**E_tot**: -2580.59378 Ha
**Orbital gap (alpha / beta)**: 6.54 / 6.79 eV
**Spin multiplicity**: 6
**Charge**: +1
**M**: 455.29 g/mol
**E_LUMO (alpha / beta)**: -3.6 / -4.0 eV
**HOMO (alpha / beta)**: -10.2 / -10.8 eV

XYZ file:
```
52
Properties=species:S:1:pos:R:3:lowdin_charge:R:1
Fe 1.10946 -0.76054 0.50962 0.828
C -0.82714 -1.21624 4.29272 -0.023
C -1.47274 0.01626 4.31542 -0.025
C -1.06334 1.02286 3.44242 0.018
C -0.01454 0.75546 2.57033 -0.201
N 0.63356 -0.44834 2.53913 0.019
C 0.21146 -1.39894 3.39462 -0.082
C 0.54106 1.68106 1.59302 -0.166
C 0.32656 3.03886 1.44262 0.040
C 1.08236 3.71956 0.48142 0.002
C 2.04036 3.03446 -0.27497 0.036
C 2.18896 1.67626 -0.05827 -0.173
N 1.41756 1.02936 0.82182 0.010
C 3.16526 0.74996 -0.61807 -0.206
C 4.02466 1.01726 -1.67768 0.015
C 4.89806 0.01366 -2.09378 -0.024
C 4.88886 -1.21674 -1.44408 -0.023
C 4.00356 -1.40024 -0.39498 -0.083
N 3.14826 -0.45244 0.03373 0.020
H -1.12634 -2.01804 4.95792 0.117
H -2.29224 0.19066 5.00672 0.120
H -1.56494 1.98266 3.44852 0.119
H 0.74826 -2.34054 3.33412 0.119
H -0.37834 3.57596 2.06422 0.123
H 0.95046 4.79036 0.34692 0.124
H 2.66146 3.56896 -0.98238 0.122
H 4.02016 1.97476 -2.18347 0.119
H 5.57876 0.18876 -2.92198 0.121
H 5.55446 -2.01634 -1.74838 0.118
H 3.95366 -2.34044 0.14553 0.120
C -5.70324 -0.76054 0.48942 -0.075
O -5.29244 -0.76054 -0.87198 -0.058
C -3.93954 -0.76054 -1.08668 -0.261
C -3.55664 -0.76054 -2.41737 0.000
C -2.20244 -0.76054 -2.75488 -0.007
C -1.19814 -0.76054 -1.76278 -0.062
C 0.27206 -0.76054 -2.15498 -0.267
C 0.68966 -0.76044 -3.60798 0.027
O 1.18056 -0.76054 -1.32208 -0.111
C -1.55274 -0.76054 -0.38248 -0.315
O -0.71534 -0.76054 0.58072 -0.166
C -2.94484 -0.76054 -0.10428 0.072
H -6.79764 -0.76054 0.50592 0.098
H -5.36604 0.14426 1.00612 0.096
H -5.36604 -1.66534 1.00612 0.099
H -4.31064 -0.76064 -3.19738 0.125
H -1.97354 -0.76064 -3.81028 0.103
H -0.11794 -0.76014 -4.33268 0.067
H 1.29556 -1.65304 -3.79288 0.107
H 1.29596 0.13186 -3.79268 0.099
H -3.21364 -0.76054 0.95052 0.111
H 1.10946 -2.44694 0.50962 0.014
```



# 2
# C27H33BF3NO7P

4 unconnected molecules or ions with the total composition C27H33BF3NO7P (wB97M-V/def2-TZVPD, the Open Molecules 2025 dataset).

Computed properties:
**E_tot**: -2295.83386 Ha
**Orbital gap**: 6.34 eV
**Charge**: +1
**M**: 582.34 g/mol
**E_LUMO**: -4.0 eV
**HOMO**: -10.4 eV

XYZ file:
```
73
Properties=species:S:1:pos:R:3:lowdin_charge:R:1
C 2.32999 3.30162 -1.98986 -0.078
C 2.52810 3.07978 -3.48275 -0.161
C 1.60308 2.10620 -4.23861 -0.162
C 2.25435 0.82729 -4.87823 -0.197
C 3.55665 0.20415 -4.35481 -0.114
C 3.67663 0.05817 -2.83690 -0.091
C 5.08532 0.18990 -2.31569 -0.519
O 5.31758 0.57035 -1.20356 0.133
O 6.05005 -0.16300 -3.19287 0.109
C 1.08037 -0.04436 -5.06802 0.082
N 0.02354 0.42127 -4.51522 0.145
C 0.19506 1.64811 -3.71350 -0.216
B -0.98062 2.73097 -3.93676 -0.637
O -0.71959 4.02483 -3.57990 0.202
O -2.13227 2.30888 -4.53066 0.199
P -0.20991 0.99693 -2.04074 0.483
O -1.47376 0.26450 -2.24912 -0.228
O -0.43610 2.21133 -1.04106 -0.096
O 0.94511 0.05102 -1.51506 -0.082
H 2.27184 2.38179 -1.40971 0.054
H 3.18744 3.84717 -1.59992 0.095
H 1.45367 3.91056 -1.78417 0.070
H 3.56261 2.77920 -3.64945 0.113
H 2.43168 4.04842 -3.96829 0.124
H 1.31722 2.66693 -5.13084 0.147
H 2.51109 1.13714 -5.89848 0.169
H 4.37518 0.81405 -4.72505 0.120
H 3.68152 -0.77766 -4.80971 0.131
H 3.11093 0.78796 -2.27918 0.075
H 3.34894 -0.93908 -2.54006 0.138
H 6.79545 0.44419 -3.07390 0.140
H 1.04017 -0.96802 -5.63072 0.172
H -0.88468 -0.03719 -4.55351 0.182
H -0.84237 4.22203 -2.64401 0.120
H -2.88307 2.28296 -3.92342 0.140
H 0.20187 2.24245 -0.31369 0.108
H 0.72317 -0.28334 -0.62782 0.121
F -2.05945 -1.22628 4.81049 0.058
C -2.06427 -0.72179 3.56215 -0.268
C -1.97891 0.64855 3.40287 -0.007
C -1.97863 1.16333 2.11498 -0.082
C -2.07324 0.31186 1.01921 -0.115
C -2.16211 -1.06132 1.21124 -0.074
C -2.15146 -1.59028 2.49274 -0.005
H -1.91640 1.29007 4.27191 0.116
H -1.90993 2.23433 1.96926 0.104
H -2.08650 0.71290 0.01858 0.059
H -2.24222 -1.72383 0.35945 0.104
H -2.21525 -2.65281 2.66797 0.107
F -1.48082 -4.17252 1.11474 0.040
C -1.07666 -4.94914 0.08314 -0.281
C -2.03046 -5.51364 -0.73773 -0.013
C -1.60682 -6.30584 -1.79499 -0.079
C -0.25267 -6.52472 -2.00907 -0.094
C 0.68481 -5.94609 -1.16456 -0.085
C 0.27557 -5.14551 -0.10734 -0.020
H -3.08013 -5.33687 -0.54598 0.120
H -2.33907 -6.75661 -2.45066 0.108
H 0.07062 -7.14997 -2.82991 0.103
H 1.74004 -6.12271 -1.32332 0.105
H 0.98720 -4.68450 0.56456 0.117
F -0.57845 2.46810 10.02513 0.057
C -1.59080 1.97746 9.28324 -0.289
C -1.29359 1.19938 8.18282 -0.014
C -2.33913 0.69365 7.42288 -0.085
C -3.65400 0.97703 7.76774 -0.092
C -3.92532 1.76458 8.87818 -0.082
C -2.88886 2.26997 9.64933 -0.016
H -0.26089 0.99686 7.93241 0.117
H -2.12712 0.07861 6.56168 0.074
H -4.46613 0.58227 7.17201 0.101
H -4.94857 1.98795 9.14791 0.105
H -3.07664 2.88002 10.52222 0.119
```



# 3
# C9H14

2 unconnected molecules or ions with the total composition C9H14 (wB97M-V/def2-TZVPD, the Open Molecules 2025 dataset).

Computed properties:
**E_tot**: -351.20284 Ha
**Orbital gap (alpha / beta)**: 2.61 / 6.87 eV
**Spin multiplicity**: 2
**Charge**: -1
**M**: 122.21 g/mol
**E_LUMO (alpha / beta)**: 3.6 / 3.6 eV
**HOMO (alpha / beta)**: 1.0 / -3.3 eV

XYZ file:
```
23
Properties=species:S:1:pos:R:3:lowdin_charge:R:1
C 0.32158 3.31983 -0.73951 -0.241
C 0.74795 3.26080 0.73231 -0.193
H -0.63847 2.86838 -1.00214 0.050
H 0.38769 4.31798 -1.26443 0.055
H 1.01384 2.75404 -1.50655 0.087
H 0.13860 4.05234 1.20419 0.044
H 1.91277 3.34418 0.79603 0.083
H 0.40915 2.15691 1.14829 0.104
C 0.16791 -1.18585 2.14422 -0.120
C -0.70567 -2.14392 -1.82928 -0.269
C 0.64086 -1.89090 -1.63379 -0.199
C -1.69730 -2.25816 -0.91360 -0.206
C 0.86784 -1.65937 -0.27018 -0.149
C -1.39801 -1.95976 0.45770 -0.167
C -0.13491 -1.61825 0.79364 -0.408
H -0.85479 -2.48435 -2.88987 0.080
H 1.19199 -2.03144 -2.59029 0.068
H -2.80191 -2.28807 -1.22339 0.076
H 1.78066 -1.34345 0.11015 0.017
H -2.23958 -1.96611 1.13948 0.071
H 1.24747 -1.36410 2.20912 0.051
H -0.44760 -1.81989 2.89400 0.100
H 0.08992 -0.06083 2.23393 0.065
```



# 4
# C29H32F8N3O8PS

4 unconnected molecules or ions with the total composition C29H32F8N3O8PS (wB97M-V/def2-TZVPD, the Open Molecules 2025 dataset).

Computed properties:
**E_tot**: -3428.60966 Ha
**Orbital gap**: 8.65 eV
**Charge**: 0
**M**: 765.61 g/mol
**E_LUMO**: -0.8 eV
**HOMO**: -9.5 eV

XYZ file:
```
82
Properties=species:S:1:pos:R:3:lowdin_charge:R:1
C -1.81620 -1.07555 -6.43618 -0.096
C -1.57643 0.43872 -6.26034 -0.267
C -0.05773 0.72899 -6.35265 -0.233
C 0.53797 1.45876 -5.13321 -0.515
C 0.22127 2.96735 -5.22833 -0.083
P -0.05302 0.71233 -3.53265 1.013
C 0.37973 1.87419 -2.14215 -0.321
C -0.83208 2.74553 -1.64579 -0.213
C -2.19108 2.33891 -2.24547 -0.097
C -3.41288 3.07038 -1.67282 -0.472
F -4.17540 2.19693 -1.00348 0.136
F -4.17184 3.51405 -2.67527 0.142
C -3.13969 4.23790 -0.71792 -0.656
F -2.41918 5.18057 -1.24724 0.210
F -2.64833 3.83955 0.40904 0.212
F -4.31030 4.79641 -0.42790 0.176
S 1.09298 -1.10023 -3.37787 0.540
O 1.74458 -1.42207 -4.61067 -0.316
O 0.20723 -2.16114 -3.02062 -0.337
C 2.42644 -1.05804 -2.08820 -0.801
F 2.95278 -2.24605 -2.06802 0.176
F 1.95791 -0.82988 -0.89112 0.155
F 3.35868 -0.20472 -2.37825 0.183
H -2.78205 -1.36381 -6.02043 0.071
H -1.83971 -1.32121 -7.49310 0.073
H -1.05265 -1.65851 -5.92697 0.061
H -2.07810 0.91882 -7.09798 0.099
H -2.04549 0.82135 -5.35642 0.067
H 0.51088 -0.16566 -6.57318 0.096
H 0.08738 1.40293 -7.19900 0.110
H 1.61839 1.31718 -5.17865 0.104
H 0.94807 3.40666 -5.90320 0.086
H -0.74326 3.09452 -5.71620 0.081
H 0.22479 3.47151 -4.26593 0.054
H 0.78210 1.30446 -1.30917 0.069
H 1.14038 2.54713 -2.52698 0.076
H -0.82224 2.67614 -0.56388 0.103
H -0.59072 3.75612 -1.95365 0.103
H -2.17963 2.52531 -3.31634 0.108
H -2.33741 1.28879 -2.02084 0.111
O -0.64831 -3.61230 5.18165 0.050
N -1.54822 -3.14557 4.50164 -0.337
O -2.66101 -2.88374 4.91436 0.087
C -1.26334 -2.88854 3.08233 -0.147
C -0.01641 -3.21097 2.57415 -0.002
C 0.24132 -2.98840 1.23132 -0.055
C -0.74202 -2.44522 0.41519 -0.061
C -1.98492 -2.11863 0.94213 -0.058
C -2.25106 -2.34082 2.28353 -0.004
H 0.75050 -3.63376 3.20778 0.113
H 1.20899 -3.24112 0.81890 0.110
H -0.54026 -2.27793 -0.63638 0.083
H -2.74898 -1.69355 0.30481 0.108
H -3.21945 -2.08904 2.69108 0.120
O 1.08724 3.98464 1.30566 0.058
N 1.59739 4.51376 2.28086 -0.345
O 2.64959 4.16964 2.78194 0.086
C 0.88453 5.64692 2.89282 -0.145
C -0.33131 6.03678 2.36484 -0.003
C -1.01680 7.08832 2.94973 -0.060
C -0.47751 7.73939 4.05111 -0.068
C 0.75019 7.34245 4.56543 -0.063
C 1.43836 6.28894 3.98540 -0.002
H -0.75110 5.53008 1.50813 0.104
H -1.97263 7.39828 2.54935 0.110
H -1.01609 8.55786 4.51123 0.108
H 1.16950 7.85270 5.42184 0.109
H 2.39177 5.97935 4.38822 0.120
O 3.57175 -9.73775 2.96595 0.074
N 3.94295 -9.12069 3.94791 -0.351
O 4.97087 -9.34580 4.56099 0.073
C 3.08607 -8.02605 4.43044 -0.150
C 1.89334 -7.76467 3.78004 -0.004
C 1.07852 -6.74738 4.25082 -0.064
C 1.46298 -6.00270 5.35779 -0.069
C 2.66802 -6.27121 5.99393 -0.059
C 3.48653 -7.28883 5.53052 -0.006
H 1.59242 -8.34299 2.91856 0.119
H 0.13965 -6.53590 3.75568 0.108
H 0.82091 -5.21344 5.72470 0.081
H 2.96778 -5.68834 6.85437 0.109
H 4.42217 -7.49841 6.02826 0.118
```